No. 1
Here is the ion C5H11ClNO with charge +1 from the OMol25 dataset. Energies are from ωB97M-V with the def2-TZVPD basis set.

Properties
ΔE to the lowest compared entry with this formula, charge and spin: 1.2642 eV
SMILES: C[NH2+]C(C)(C)C(=O)Cl
LUMO energy: -3.44 eV
Energy: -787.011199 Eh
Total charge: +1

```
19
Properties=species:S:1:pos:R:3:forces:R:3
C -1.5864 -0.5913 -0.2097 -0.9540 2.2404 0.3484
C 0.0146 -1.0878 1.5928 0.3666 1.5866 -0.3457
C 0.6345 -1.0506 -0.8770 1.2988 1.2483 -2.2285
C 0.6225 1.8047 -0.8842 3.8043 -2.0941 1.4526
C -0.1497 -0.4038 0.2116 -0.3574 -0.6186 0.8071
N 0.1369 1.0637 0.3705 2.4491 -0.4485 -0.7337
O -1.9751 -1.4482 -0.8690 -0.7750 -1.7794 -0.8403
Cl -2.7758 0.7757 0.2476 0.6354 -0.5212 0.0984
H 1.0460 -1.2309 1.7833 1.2440 -0.3940 -0.0198
H -0.4705 -2.0082 1.5975 -0.7485 -1.6953 -0.1051
H -0.3311 -0.5469 2.4672 -0.5567 0.5276 -0.1847
H 1.7061 -0.9027 -0.7513 0.1275 -0.0977 0.2176
H 0.3946 -0.6709 -1.9245 0.0733 -0.1708 1.4240
H 0.4736 -2.0800 -0.9986 -0.4136 -1.4724 0.4957
H -0.0827 2.0746 -1.5907 -2.2332 -0.5546 -1.1461
H 1.0542 2.7970 -0.6873 0.4417 -0.7556 0.7304
H 1.3500 0.9772 -1.2359 -0.7975 2.5808 -0.2403
H 0.6918 1.1523 1.2510 -0.2114 0.5352 -1.1573
H -0.7535 1.3760 0.5066 -3.3934 1.8832 1.4275
```
Positions in Å, forces in eV/Å.



No. 2
Here is a cluster of 2 separate species, C5H11ClNO in total from the OMol25 dataset. Energies are from ωB97M-V with the def2-TZVPD basis set.

Properties
ΔE to the lowest compared entry with this formula, charge and spin: 5.4578 eV
LUMO energy (spin up / spin down): -4.34 / -4.42 eV
Energy: -786.857089 Eh
Total charge: +1

```
19
Properties=species:S:1:pos:R:3:forces:R:3
C 1.7692 -1.7926 0.0727 -0.6242 -0.4773 -2.1742
C 0.8297 -1.1332 -0.5838 -0.2661 2.1613 2.4842
C -0.0517 2.3835 0.0682 1.5955 -1.8983 0.0274
C -2.0604 -1.2939 0.2832 1.9934 1.2623 -5.5792
C 0.1612 -0.0841 0.1672 -0.2115 -2.5767 2.5994
N -0.5357 1.0483 -0.4150 -0.1497 -1.5280 2.5144
O 0.4481 0.0236 1.5083 -1.1170 2.2881 -1.1078
Cl -3.2240 -0.0470 0.0565 -0.1727 0.0191 0.4943
H 2.1069 -2.6521 -0.4092 1.0653 -1.3384 -0.2968
H 2.2198 -1.4174 0.9166 0.9554 0.2949 1.8373
H 0.4672 -1.3821 -1.5138 -0.6716 -0.6880 -1.9989
H -0.1756 2.5509 1.0903 -0.7944 -0.7118 1.9342
H 1.0421 2.3748 0.0235 -0.2923 0.7364 -1.1056
H -0.7022 3.0538 -0.3553 -0.5200 2.1618 -1.7681
H -1.7834 -1.7460 -0.7411 -0.6958 0.5152 1.9153
H -2.1815 -1.9398 1.0407 -0.4357 -1.8868 2.9262
H -0.3053 0.8482 -1.3966 -1.0726 0.9269 -0.0669
H -1.6048 0.8340 -0.0360 1.5179 1.1250 -1.7994
H 1.0571 -0.5554 1.9784 -0.1039 -0.3857 -0.8359
```
Positions in Å, forces in eV/Å.



No. 3
Here is a structure of composition C5H11CoMgO4 from the OMol25 dataset. Energies are from ωB97M-V with the def2-TZVPD basis set.

Properties
LUMO energy (spin up / spin down): -3.63 / -5.64 eV
Multiplicity: 6
Energy: -2080.591191 Eh
Total charge: +1

```
22
Properties=species:S:1:pos:R:3:forces:R:3
O 2.2588 -0.6377 0.9690 -0.2112 1.3513 0.3615
C 1.9791 -1.9468 0.6031 -0.2374 -1.1059 0.3647
C 0.9410 -1.9760 -0.5101 0.6415 -0.5924 -0.9027
O -0.1000 -1.0496 -0.2236 -0.0074 0.7710 0.5948
C -0.6608 -0.3246 -1.3156 1.4057 1.0386 -1.4499
C -1.7413 0.5303 -0.6960 -0.3210 0.0262 -0.3234
O -1.1263 1.3366 0.3074 0.9002 -0.0884 0.1449
C -1.9594 2.2902 0.9427 -0.5948 0.4032 0.3568
Co 0.6462 0.5822 0.9674 0.7116 -0.3483 -0.9990
H 1.6226 -2.4992 1.4925 -0.0055 0.0837 -0.3422
H 2.8709 -2.4909 0.2415 -0.2464 0.3235 0.1067
H 0.5013 -2.9750 -0.6492 0.1724 0.2620 0.0903
H 1.4297 -1.6738 -1.4519 -0.1940 -0.0335 0.2220
H -1.1013 -1.0024 -2.0605 0.1434 0.1303 0.1934
H -2.5050 -0.0889 -0.1986 0.1377 0.0802 -0.3509
H -2.1971 1.1816 -1.4557 0.0465 -0.1862 0.2182
H -1.3226 2.8686 1.6206 -0.2397 -0.1029 -0.1613
H -2.4099 2.9593 0.1966 0.1376 -0.1885 0.2025
H -2.7423 1.7614 1.5060 0.1370 0.2799 -0.1051
Mg 3.4089 0.9712 1.3022 0.8995 -0.5671 0.3717
O 2.0018 1.8491 0.2936 -1.1726 -0.0588 -0.0376
H 0.2057 0.3342 -1.8816 -2.1031 -1.4781 1.4445
```
Positions in Å, forces in eV/Å.